a:
Computed, not measured: a structure of composition C20H41N2P3RuSe, with ωB97M-V/def2-TZVPD.

Element x y z (Å)
Ru  -0.1529  -1.0235  0.8682
P  -1.5702  -0.8853  2.6176
P  1.1650  -2.8892  0.2722
P  -1.7698  -1.1097  -0.6041
H  0.3318  3.6416  -0.6239
C  -0.8000  3.6859  -0.6868
C  -1.4932  3.7778  0.4691
H  -0.9966  3.7691  1.4425
C  -1.0939  0.0522  4.1503
C  -1.8077  -2.5977  3.2281
C  -3.2987  -0.1877  2.5656
C  2.3939  -2.6551  -1.1289
C  2.2574  -3.4435  1.6782
C  0.1801  -4.3842  -0.2109
C  -2.7824  0.4024  -0.8517
C  -3.0679  -2.3705  -0.4065
C  -1.2044  -1.2691  -2.3344
H  -1.2770  3.5525  -1.6623
H  -2.5926  3.8700  0.5107
H  -0.7988  1.0710  3.8550
H  -0.2486  -0.4083  4.6861
H  -1.9259  0.1769  4.8663
H  -0.8217  -3.0694  3.2676
H  -2.4182  -3.1692  2.5160
H  -2.2746  -2.6593  4.2167
H  -3.2534  0.8889  2.3330
H  -3.8259  -0.2419  3.5330
H  -3.9292  -0.6795  1.8128
H  3.1743  -3.4412  -1.1885
H  2.8886  -1.6810  -0.9802
H  1.8425  -2.6005  -2.0828
H  2.9260  -4.2745  1.4505
H  1.6369  -3.7274  2.5407
H  2.8937  -2.5988  1.9679
H  0.7595  -5.3146  -0.2779
H  -0.2934  -4.2338  -1.1896
H  -0.6145  -4.5205  0.5323
H  -3.4469  0.2029  -1.7083
H  -2.1234  1.2559  -1.0761
H  -3.3834  0.6263  0.0405
H  -3.6733  -2.3489  -1.3243
H  -3.6686  -2.1567  0.4896
H  -2.5804  -3.3457  -0.3077
H  -2.0913  -1.1815  -2.9907
H  -0.6788  -2.2295  -2.4617
H  -0.4998  -0.4352  -2.5100
C  1.7120  2.4395  -3.9844
C  1.1728  3.6243  -3.4361
C  1.2344  4.8349  -4.1389
C  1.8125  4.8781  -5.4193
C  2.3544  3.6998  -5.9703
C  2.2936  2.4800  -5.2652
Se  1.7382  1.0188  -2.8691
H  1.1987  -1.0574  1.6588
H  0.7506  3.6503  -2.4410
H  0.8289  5.7634  -3.7125
H  1.8503  5.8112  -5.9850
H  2.8245  3.7342  -6.9391
H  2.7356  1.6081  -5.6937
N  2.1838  -0.2330  3.2616
C  2.9452  0.8027  3.5924
C  2.7695  1.7639  2.6001
C  1.8846  1.2402  1.6680
N  1.4627  0.0323  2.1499
H  1.9928  -1.1044  3.8084
H  3.5909  0.7633  4.4534
H  3.2500  2.7210  2.5740
H  1.4220  1.6886  0.7846

- total charge = +3
- HOMO-LUMO gap (alpha / beta) (eV) = 6.97 / 5.79
- multiplicity = 6

Löwdin population analysis, charges in e, atoms 1 to 5: Ru 0.448; P 0.696; P 0.738; P 0.587; H 0.049

b:
Computed, not measured: a structure of composition C20H41N2P3RuSe, with ωB97M-V/def2-TZVPD.

Element x y z (Å)
Ru  0.1553  -0.2329  1.0881
P  -0.8316  -1.8568  2.2820
P  1.8575  0.6591  2.1458
P  1.3684  -1.7145  -0.0713
H  -2.6631  0.5923  -2.8622
C  -2.6022  -0.4651  -3.0955
C  -3.3013  -1.3491  -2.3667
H  -3.9298  -1.0198  -1.5327
C  -2.5304  -1.4489  2.8829
C  0.0250  -2.3490  3.8317
C  -1.2498  -3.4756  1.5044
C  2.5588  2.0590  1.1914
C  1.4912  1.5595  3.7193
C  3.3814  -0.2264  2.6672
C  0.2617  -2.5150  -1.2958
C  2.2425  -3.0857  0.7975
C  2.7100  -0.9796  -1.0697
H  -1.9907  -0.7716  -3.9500
H  -3.2604  -2.4279  -2.5659
H  -3.0888  -1.0255  2.0396
H  -2.4951  -0.7088  3.6896
H  -3.0621  -2.3341  3.2462
H  0.3364  -1.4506  4.3789
H  0.9105  -2.9519  3.6005
H  -0.6485  -2.9364  4.4701
H  -1.8480  -3.2692  0.6128
H  -1.8312  -4.1160  2.1770
H  -0.3512  -4.0181  1.2024
H  3.1525  2.7214  1.8373
H  1.7271  2.6176  0.7548
H  3.1995  1.6802  0.3906
H  2.3867  2.1073  4.0603
H  1.1964  0.8445  4.4952
H  0.6807  2.2812  3.5576
H  4.0019  0.4286  3.3031
H  3.9595  -0.5231  1.7878
H  3.0980  -1.1070  3.2581
H  0.8560  -3.0793  -2.0259
H  -0.3178  -1.7368  -1.8082
H  -0.4260  -3.1982  -0.7918
H  2.8576  -3.6333  0.0674
H  1.5307  -3.7874  1.2488
H  2.8964  -2.6675  1.5779
H  3.1715  -1.7367  -1.7183
H  3.4800  -0.5437  -0.4149
H  2.2630  -0.1903  -1.6998
C  0.5864  2.2700  -4.2168
C  -0.6298  1.8174  -4.7891
C  -0.9773  2.1359  -6.0988
C  -0.1037  2.9055  -6.8865
C  1.1024  3.3525  -6.3507
C  1.4453  3.0762  -5.0269
Se  0.8213  1.7639  -2.4756
H  -0.7028  0.7537  2.1815
H  -1.2986  1.2007  -4.1868
H  -1.9270  1.7621  -6.4967
H  -0.3906  3.1379  -7.9231
H  1.7869  3.9279  -6.9857
H  2.3702  3.4608  -4.6001
N  -2.2100  1.8685  3.0307
C  -3.2058  2.6348  2.5724
C  -3.1326  2.6136  1.2038
C  -2.0452  1.8319  0.8442
N  -1.4986  1.4236  1.9868
H  -2.0107  1.6318  3.9998
H  -3.8846  3.1468  3.2287
H  -3.7876  3.1101  0.5184
H  -1.6358  1.5557  -0.1270

- total charge = +3
- HOMO-LUMO gap (alpha / beta) (eV) = 6.62 / 5.70
- multiplicity = 6

Löwdin population analysis, charges in e, atoms 1 to 5: Ru 0.353; P 0.679; P 0.636; P 0.637; H 0.032

Tell me which of them is the least stable. Sure, it is a.

a:
Computed, not measured: a structure of composition H30O15, with ωB97M-V/def2-TZVPD.

Element x y z (Å)
H  1.0464  0.1355  1.1615
H  0.1376  0.7671  0.1390
H  1.9998  1.3372  -3.7251
H  1.4195  2.4832  -4.4360
H  -0.4623  -4.2503  0.2832
H  1.0333  -4.1191  0.2144
H  1.9606  -1.7565  0.5568
H  2.9333  -2.3311  -0.4958
H  0.1975  0.9234  4.5348
H  -0.8000  2.0002  4.4841
H  -1.9143  -1.0418  2.3951
H  -3.4567  -0.9048  2.5312
H  0.2432  -1.8106  -2.4028
H  1.7358  -2.0113  -2.4395
H  3.2347  -3.6195  3.2961
H  4.0535  -2.6838  4.1549
H  -1.1670  0.3572  -4.3715
H  -0.5343  1.0895  -3.2441
H  1.3181  2.7504  -0.2902
H  0.1180  2.6937  -1.2282
H  -2.5323  -2.4773  0.2613
H  -3.1684  -1.1566  -0.3329
H  -1.6813  -0.0267  0.3332
H  -1.1259  -0.5636  -0.9645
H  -2.4902  2.4882  -2.5758
H  -3.8419  2.2957  -1.6625
H  3.0921  0.4399  0.5017
H  3.2797  1.8314  0.2335
H  -2.6934  2.1834  0.8382
H  -2.9774  3.5644  1.3835
O  1.0683  0.8901  0.5181
O  2.0970  2.3624  -3.7886
O  0.3214  -3.9523  0.7508
O  2.8999  -1.9554  0.3880
O  0.1045  1.8934  4.4084
O  -2.7492  -1.3321  2.0114
O  0.9583  -2.3120  -1.9224
O  3.6970  -2.7408  3.2753
O  -1.3518  1.1217  -3.8343
O  0.7217  3.2871  -0.8267
O  -2.4335  -1.8729  -0.4269
O  -1.1497  -0.7556  0.0140
O  -3.3106  2.8770  -2.3272
O  3.0919  1.3007  0.9584
O  -2.9228  2.6009  1.6678

- HOMO-LUMO gap (eV) = 6.89
- multiplicity = 1

Löwdin population analysis, charges in e, atoms 1 to 5: H 0.070; H 0.035; H 0.076; H 0.004; H 0.042

b:
Computed, not measured: a cluster of 15 separate species, H30O15 in total, with ωB97M-V/def2-TZVPD.

Element x y z (Å)
O  3.8025  -3.7212  -5.4895
H  4.2289  -3.7952  -6.3574
H  4.0429  -4.4161  -4.8383
O  1.1624  0.4514  -7.4540
H  1.9472  -0.0306  -7.7820
H  0.9212  0.8848  -8.2574
O  1.3913  0.9158  -10.3537
H  1.4349  0.0440  -10.0293
H  0.5740  0.8382  -10.8092
O  6.9439  1.6886  -7.3749
H  7.0220  1.0241  -6.6926
H  6.6396  1.1983  -8.1664
O  4.3159  1.2624  -6.9796
H  5.0590  1.3184  -6.3934
H  3.7200  1.9328  -6.9553
O  2.3135  -1.5930  -5.7041
H  1.5642  -1.7115  -6.2863
H  3.0570  -1.9297  -6.1995
O  3.4982  1.1049  -4.3949
H  3.1467  0.8443  -5.2677
H  2.7912  0.8773  -3.7160
O  4.1339  -1.4172  -7.8684
H  4.3562  -0.5163  -7.6285
H  3.4009  -1.3144  -8.4148
O  4.9965  -3.0165  -9.9224
H  4.7773  -3.0567  -8.9867
H  4.1636  -2.7563  -10.2262
O  6.9463  -3.0727  -7.2068
H  7.8408  -3.1245  -6.9073
H  6.6160  -2.2940  -6.8053
O  2.0770  -1.6218  -9.8126
H  1.5089  -1.9741  -9.0616
H  1.4552  -1.8801  -10.5150
O  6.1999  -0.3570  -9.4620
H  5.9084  -1.2229  -9.2325
H  5.3984  0.0923  -9.6393
O  6.6085  -0.6734  -5.7375
H  7.5516  -0.5912  -5.4405
H  6.1256  -0.9359  -4.9574
O  4.0769  1.2622  -9.9339
H  3.3522  1.0798  -10.4903
H  3.6359  1.7731  -9.2876
O  0.8563  -2.7624  -7.8933
H  0.2476  -3.1442  -8.5190
H  1.2983  -3.5246  -7.4315

- HOMO-LUMO gap (eV) = 9.28
- multiplicity = 1

Löwdin population analysis, charges in e, atoms 1 to 5: O -0.067; H 0.033; H 0.070; O -0.028; H 0.007

c:
Computed, not measured: a cluster of 15 separate species, H30O15 in total, with ωB97M-V/def2-TZVPD.

Element x y z (Å)
O  1.6046  2.3333  -0.8692
H  0.7961  2.7467  -1.0789
H  1.9675  2.8063  -0.1165
O  -3.0848  1.3902  -0.5770
H  -3.0434  0.4353  -0.7461
H  -3.4678  1.6707  -1.3948
O  1.9140  -0.3363  -3.3606
H  1.4355  -0.9590  -2.8405
H  1.3253  0.3809  -3.3638
O  3.0622  0.8676  1.4142
H  3.9864  0.8094  1.6994
H  2.8129  -0.0939  1.3094
O  3.4734  2.5118  -2.5953
H  2.7203  2.3019  -2.0646
H  4.1722  2.4158  -2.0194
O  -2.7769  -1.1936  -0.8616
H  -3.6001  -1.6027  -0.6271
H  -2.1341  -1.7936  -0.4612
O  -3.9354  -0.7352  1.8348
H  -4.6134  -0.1751  1.4573
H  -3.0699  -0.4563  1.5707
O  2.1101  -1.4383  0.9053
H  1.5039  -1.4381  1.6497
H  1.6376  -1.0203  0.1833
O  -0.7232  0.6631  -2.9510
H  -1.6117  0.3695  -3.1349
H  -0.4908  0.4988  -2.0240
O  -0.8361  -2.6039  1.0142
H  -1.6755  -2.9899  1.2605
H  -0.2895  -3.3186  0.7450
O  -1.4212  0.4858  1.4586
H  -0.6104  0.6503  1.9118
H  -1.6179  1.3212  1.0537
O  0.1600  0.0461  -0.5174
H  -0.4911  0.0751  0.1838
H  0.6721  0.8945  -0.4979
O  0.7502  1.5326  2.7898
H  1.5406  1.3080  2.3130
H  0.7401  2.5126  2.9528
O  0.3806  -1.5627  3.0600
H  -0.1524  -1.9304  2.3120
H  -0.1312  -0.9257  3.5595
O  0.2912  -2.1791  -1.9273
H  0.0826  -1.4716  -1.3033
H  0.6375  -2.8034  -1.3063

- HOMO-LUMO gap (eV) = 9.47
- multiplicity = 1

Löwdin population analysis, charges in e, atoms 1 to 5: O 0.000; H 0.069; H 0.088; O -0.054; H -0.029

d:
Computed, not measured: a cluster of 15 separate species, H30O15 in total, with ωB97M-V/def2-TZVPD.

Element x y z (Å)
O  2.1315  0.4181  -0.7657
H  2.3702  1.1276  -0.1292
H  2.6063  0.6980  -1.5496
O  -3.9411  -0.2109  0.7507
H  -3.7569  -1.1914  1.0435
H  -4.5593  0.1745  1.5068
O  2.2447  2.3641  1.1174
H  3.1073  2.7174  1.3984
H  1.5733  3.0157  1.0201
O  -2.6196  -2.6673  2.4083
H  -1.7467  -2.7199  2.2463
H  -2.7328  -2.3041  3.3012
O  2.8371  -1.1645  -3.2445
H  2.2696  -1.8045  -2.7939
H  2.1448  -0.5731  -3.3477
O  -3.6363  -2.9914  -1.3056
H  -4.2352  -2.2934  -0.8889
H  -3.8504  -2.4666  -2.2124
O  2.5374  0.9162  3.8715
H  3.2193  1.0787  3.2504
H  1.9215  1.6764  3.8232
O  1.5137  3.9906  -2.1242
H  1.3827  3.1210  -2.0930
H  0.7003  4.1763  -2.6621
O  -1.0495  -2.0668  -1.8126
H  -1.4924  -1.2669  -1.4557
H  -1.7725  -2.6602  -1.5809
O  -2.3443  2.0307  -0.5721
H  -3.1436  1.4842  -0.4207
H  -1.7496  1.3919  -1.0249
O  -0.6749  3.4835  1.3771
H  -0.6878  3.9811  0.5872
H  -1.4821  2.8914  1.1709
O  4.7769  -0.9266  0.0974
H  4.2688  -1.3404  0.7948
H  4.0748  -0.5974  -0.5320
O  -1.0015  -0.5234  0.8806
H  -1.4943  -0.1567  1.6068
H  -0.1234  -0.7958  1.3119
O  -0.2945  0.4602  -1.9508
H  -0.9125  -0.0128  -1.4683
H  0.4694  0.5128  -1.4045
O  0.8160  -3.8246  0.8758
H  0.5735  -3.3415  0.0131
H  1.7620  -3.8104  0.8859

- HOMO-LUMO gap (eV) = 10.92
- multiplicity = 1

Löwdin population analysis, charges in e, atoms 1 to 5: O -0.065; H 0.023; H 0.045; O -0.148; H 0.061

Tell me which of them is the least stable. Sure, it is a.